## P
63
Properties=species:S:1:pos:R:3 method="wB97M-V/def2-TZVPD" lumo_energy_ev=0.0 homo_ev=-8.7
C -2.51 1.55 -0.82
C -1.51 0.41 -1.01
C -0.15 0.59 -0.27
C 0.01 -0.32 0.98
N 1.18 -1.22 0.80
C 1.26 -2.25 1.83
N 0.61 -3.51 1.34
H -2.17 2.45 -1.41
H -2.66 1.92 0.19
H -3.54 1.39 -1.20
H -1.35 0.29 -2.10
H -1.93 -0.55 -0.67
H 0.66 0.48 -0.98
H -0.11 1.60 0.14
H -0.87 -0.95 1.33
H 0.19 0.35 1.82
H 1.13 -1.45 -0.18
H 2.33 -2.56 1.94
H 0.94 -1.90 2.82
H -0.31 -3.76 1.63
H 0.81 -3.58 0.35
H -2.80 -2.66 0.30
H -1.46 -3.31 0.05
O -2.29 -3.13 -0.40
H 1.71 -1.73 -2.16
H 2.93 -0.74 -2.27
O 2.13 -1.06 -2.73
H -2.80 0.60 3.87
H -1.71 0.95 2.84
O -2.04 0.22 3.41
H 2.79 1.26 -0.33
H 3.05 2.78 -0.80
O 2.67 2.21 -0.12
H -3.65 -2.09 2.60
H -2.45 -1.15 2.48
O -2.88 -1.93 2.04
H 0.79 2.47 -2.38
H 0.90 3.97 -2.87
O 0.74 3.42 -2.10
H 3.65 -0.80 0.17
H 4.79 -0.60 -0.70
O 3.83 -0.53 -0.75
H -1.68 3.06 2.43
H -0.71 2.76 1.18
O -1.28 2.38 1.87
H -3.84 0.91 1.47
H -4.23 2.31 1.00
O -4.49 1.61 1.61
H -1.06 -1.86 -2.04
H -2.13 -2.59 -2.90
O -1.28 -2.14 -2.93
H 3.93 0.99 2.60
H 3.90 2.03 1.43
O 4.49 1.55 2.04
H 1.73 -3.90 -1.52
H 0.40 -3.97 -2.24
O 0.92 -3.39 -1.67
H 1.48 3.13 0.86
H 0.94 4.06 -0.27
O 0.75 3.77 0.65
H 0.04 0.74 -3.75
H 1.37 0.29 -3.19
O 0.81 1.12 -3.32

---

## Q
63
Properties=species:S:1:pos:R:3 method="wB97M-V/def2-TZVPD" lumo_energy_ev=0.1 homo_ev=-8.9
C 0.64 0.81 2.38
N -0.56 0.35 1.69
C -0.44 0.34 0.21
C -1.72 -0.28 -0.36
C -2.15 0.29 -1.70
N -2.77 1.62 -1.46
C 0.77 -0.47 -0.26
H 0.39 1.02 3.42
H 1.46 0.07 2.39
H 1.02 1.73 1.96
H -0.82 -0.58 1.99
H -0.31 1.38 -0.12
H -1.61 -1.38 -0.39
H -2.55 -0.15 0.35
H -1.28 0.39 -2.36
H -2.86 -0.37 -2.23
H -3.23 1.60 -0.54
H -3.45 1.79 -2.19
H 1.69 -0.13 0.19
H 0.90 -0.39 -1.35
H 0.67 -1.51 0.00
H -0.66 -3.59 1.06
H -0.80 -3.58 2.61
O -0.91 -3.01 1.84
H -0.57 2.33 3.86
H -0.41 2.44 5.42
O 0.05 2.57 4.59
H 1.70 -3.06 -2.35
H 0.39 -2.30 -2.59
O 0.72 -3.18 -2.43
H 5.52 -0.17 -2.19
H 4.11 0.50 -2.34
O 4.61 -0.36 -2.44
H 3.08 2.13 -1.07
H 2.48 1.99 -2.49
O 3.33 1.99 -1.99
H -1.14 1.26 2.23
H -1.44 2.80 2.03
O -1.69 2.00 2.59
H -2.46 -2.24 1.96
H -3.95 -2.53 1.64
O -3.38 -1.88 2.05
H -1.69 2.65 -1.46
H -1.23 4.12 -2.02
O -0.87 3.35 -1.56
H 0.11 -4.12 -1.06
H 0.86 -4.58 0.22
O -0.02 -4.54 -0.18
H 2.69 -2.80 1.14
H 3.32 -3.30 -0.19
O 3.09 -3.56 0.72
H 0.23 2.42 -2.63
H 0.88 2.51 -4.04
O 0.86 1.96 -3.24
H 4.06 -3.39 -2.40
H 3.82 -1.89 -2.09
O 3.46 -2.81 -1.92
H 0.18 4.06 1.31
H -0.77 3.75 0.12
O -0.75 4.02 1.07
H -3.64 -0.16 1.53
H -3.16 1.28 1.81
O -3.78 0.78 1.24

---

The relative energies come out as P 88.0; Q 0.0, with values in kJ/mol.

---

## P
10
Properties=species:S:1:pos:R:3 method="wB97M-V/def2-TZVPD" lumo_energy_ev=-0.2 homo_ev=-10.1
C -1.44 0.16 0.15
C -0.12 0.76 -0.13
O 0.19 1.91 0.06
N 0.90 -0.28 -0.43
P 2.52 0.07 -0.05
O 3.06 -1.21 0.36
H -2.14 0.98 0.42
H -1.96 -0.49 -0.64
H -1.43 -0.68 0.82
H 0.43 -1.22 -0.55

---

## Q
10
Properties=species:S:1:pos:R:3 method="wB97M-V/def2-TZVPD" lumo_energy_ev="-1.8 / -1.8" homo_ev="-8.8 / -8.8"
C 0.51 -0.10 0.78
C 0.03 -0.31 -0.76
N 2.58 -1.24 -0.86
O 3.65 -1.66 -0.69
O 1.79 0.14 0.84
P 1.36 -0.97 -1.84
H -0.01 0.83 1.12
H 0.15 -0.93 1.51
H -0.74 -1.05 -0.61
H -0.56 0.64 -0.82

---

## R
10
Properties=species:S:1:pos:R:3 method="wB97M-V/def2-TZVPD" lumo_energy_ev="-1.9 / -1.9" homo_ev="-9.5 / -9.6"
O -0.55 2.20 -0.49
N -0.04 1.78 0.46
P 1.18 1.92 1.48
O 1.36 0.99 2.56
C -0.99 -1.28 -0.79
C 0.28 -1.00 -0.69
H -1.37 -1.58 0.17
H -1.73 -1.52 -1.47
H 0.89 -0.58 -1.49
H 0.96 -0.92 0.27

---

The relative energies come out as P 0.0; Q 628.6; R 510.0, with values in kJ/mol.

---

## P
6
Properties=species:S:1:pos:R:3 method="wB97M-V/def2-TZVPD" lumo_energy_ev=1.5 homo_ev=-10.3
C 0.65 0.00 0.01
C -0.65 -0.01 -0.02
H 1.13 0.94 -0.03
H 1.31 -0.85 0.00
H -1.23 0.93 0.05
H -1.21 -0.95 0.02

---

## Q
6
Properties=species:S:1:pos:R:3 method="wB97M-V/def2-TZVPD" lumo_energy_ev=1.5 homo_ev=-10.2
C 0.67 0.00 -0.01
C -0.66 -0.01 0.00
H 1.22 0.92 0.00
H 1.25 -0.92 0.01
H -1.22 0.92 0.00
H -1.25 -0.91 0.00

---

The relative energies come out as P 7.7; Q 0.0, with values in kJ/mol.

---

## P
8
Properties=species:S:1:pos:R:3 method="wB97M-V/def2-TZVPD" total_charge=+1 lumo_energy_ev="-9.6 / -9.6" homo_ev="-17.2 / -17.2"
C -0.45 1.26 -0.06
C -0.55 -0.17 -0.18
N -0.21 2.36 0.12
N -1.37 -1.04 -0.01
N 1.34 -0.53 -0.17
O -2.03 -1.95 0.23
H 1.75 0.24 -0.70
H 1.52 -0.16 0.77

---

## Q
8
Properties=species:S:1:pos:R:3 method="wB97M-V/def2-TZVPD" total_charge=+1 lumo_energy_ev="-7.7 / -7.7" homo_ev="-16.8 / -16.8"
C -0.61 0.03 1.06
C -0.71 -0.67 -0.61
N -1.63 -0.29 0.38
N 0.99 0.27 -0.68
N 0.63 -0.52 0.37
O -0.09 0.16 -1.45
H -0.53 0.65 1.95
H 1.95 0.37 -1.04

---

The relative energies come out as P 0.0; Q 61.6, with values in kJ/mol.

---

## P
13
Properties=species:S:1:pos:R:3 method="wB97M-V/def2-TZVPD" lumo_energy_ev=0.8 homo_ev=-9.9
C -2.91 -0.19 -0.02
O -1.54 -0.73 -0.08
C -0.56 0.17 0.08
O -0.56 1.36 0.08
O 0.55 -0.63 0.13
C 1.76 0.15 0.03
N 2.74 -0.63 0.14
O 3.87 0.19 -0.09
H -3.09 0.26 0.92
H -3.37 -1.17 -0.09
H -3.15 0.53 -0.81
H 1.63 1.19 -0.11
H 4.63 -0.49 -0.17

---

## Q
13
Properties=species:S:1:pos:R:3 method="wB97M-V/def2-TZVPD" lumo_energy_ev=0.1 homo_ev=-10.2
O -1.44 1.69 0.17
C -1.77 0.51 0.04
N -0.91 -0.51 0.15
O -1.42 -1.73 -0.45
C 0.34 -0.52 0.80
C 1.59 0.05 0.08
O 2.62 -0.49 -0.03
O 1.28 1.18 -0.61
H -2.80 0.27 -0.11
H -1.15 -1.76 -1.48
H 0.58 -1.63 1.12
H 0.19 -0.03 1.73
H 0.30 1.27 -0.49

---

The relative energies come out as P 25.2; Q 0.0, with values in kJ/mol.

---

## P
13
Properties=species:S:1:pos:R:3 method="wB97M-V/def2-TZVPD" lumo_energy_ev=0.3 homo_ev=-10.0
N 1.33 -0.13 0.22
C -0.11 -0.09 0.13
C -0.73 0.05 1.50
O -1.91 0.13 1.72
O 0.22 -0.13 2.42
O -0.64 -1.08 -0.64
C -0.87 0.24 -1.07
O -0.34 0.56 -2.33
H 1.74 -0.63 -0.49
H 1.77 0.76 0.34
H 1.07 -0.32 1.85
H -1.88 0.69 -0.84
H 0.34 -0.05 -2.81

---

## Q
13
Properties=species:S:1:pos:R:3 method="wB97M-V/def2-TZVPD" lumo_energy_ev=0.3 homo_ev=-9.9
C -1.72 -0.35 0.08
C 0.83 -0.29 0.41
C -0.37 -0.94 -0.18
N -1.86 0.91 -0.39
O -2.54 -1.02 0.59
O 0.72 0.50 -0.69
O 1.99 -0.96 0.66
O -0.36 -1.94 -1.05
H 0.53 0.25 1.23
H -0.97 1.34 -0.79
H -2.66 1.43 0.07
H 2.70 -0.70 0.06
H 0.42 -2.64 -0.93

---

The relative energies come out as P 0.0; Q 62.8, with values in kJ/mol.

---

## P
19
Properties=species:S:1:pos:R:3 method="wB97M-V/def2-TZVPD" lumo_energy_ev=0.9 homo_ev=-9.1
N 1.34 0.00 -1.07
C -0.06 -0.34 -0.98
C -0.45 -0.67 0.42
N -0.18 0.47 1.27
C -1.93 -1.04 0.45
S -2.42 -1.69 2.10
H 2.00 -0.77 -0.97
H 1.61 0.41 -1.95
H -0.67 0.47 -1.35
H -0.34 -1.17 -1.64
H 0.10 -1.57 0.75
H -0.27 0.28 2.26
H 0.77 0.77 1.15
H -2.45 -0.12 0.31
H -2.13 -1.85 -0.24
H -3.73 -1.52 1.90
O 3.04 2.92 -1.15
H 2.38 2.24 -0.96
H 3.39 3.19 -0.30

---

## Q
19
Properties=species:S:1:pos:R:3 method="wB97M-V/def2-TZVPD" lumo_energy_ev=0.7 homo_ev=-8.8
N -0.11 1.14 -2.21
C -0.71 -0.09 -1.74
N -0.44 -0.39 -0.35
C 0.82 -1.11 -0.13
C 1.23 -1.15 1.34
S 1.58 0.55 1.94
H -0.18 1.94 -1.60
H 0.78 0.94 -2.64
H -0.32 -0.85 -2.42
H -1.78 -0.10 -1.96
H -1.18 -0.95 0.07
H 1.62 -0.62 -0.68
H 0.73 -2.15 -0.48
H 2.20 -1.64 1.32
H 0.53 -1.58 2.04
H 0.38 0.98 1.58
O -1.86 1.37 2.09
H -1.60 1.62 1.20
H -1.67 2.13 2.64

---

The relative energies come out as P 0.0; Q 37.1, with values in kJ/mol.

---

## P
19
Properties=species:S:1:pos:R:3 method="wB97M-V/def2-TZVPD" lumo_energy_ev=0.8 homo_ev=-8.9
N -0.58 -1.14 -1.52
C 0.32 -0.50 -0.57
C -0.26 0.31 0.60
N -1.70 0.80 0.38
C 0.68 1.51 0.77
S 0.41 2.50 2.28
H -1.56 -0.69 -1.80
H -0.93 -2.05 -1.10
H 0.93 -1.35 -0.08
H 0.91 0.09 -1.27
H -0.28 -0.36 1.50
H -1.51 1.61 -0.28
H -1.96 0.17 -0.34
H 1.74 1.09 0.74
H 0.38 2.28 0.12
H 1.15 1.60 3.11
O 0.54 -4.69 -3.37
H 0.47 -5.43 -4.01
H 1.28 -5.02 -2.87

---

## Q
19
Properties=species:S:1:pos:R:3 method="wB97M-V/def2-TZVPD" lumo_energy_ev=0.8 homo_ev=-8.7
N 1.55 0.04 0.89
C 0.32 0.83 0.90
C -0.78 0.14 0.07
N -0.42 0.07 -1.31
C -2.10 0.84 0.29
S -3.56 -0.07 -0.31
H 2.33 0.60 0.60
H 1.69 -0.44 1.76
H 0.51 1.77 0.40
H -0.02 1.04 1.91
H -0.85 -0.89 0.41
H -0.72 0.70 -2.02
H 0.02 -0.78 -1.63
H -2.12 1.77 -0.27
H -2.25 1.11 1.33
H -2.98 -1.28 -0.37
O 2.96 -2.16 -0.99
H 2.62 -1.47 -0.41
H 3.83 -1.85 -1.26

---

The relative energies come out as P 142.0; Q 0.0, with values in kJ/mol.

---

## P
19
Properties=species:S:1:pos:R:3 method="wB97M-V/def2-TZVPD" lumo_energy_ev=0.6 homo_ev=-9.0
N 0.79 -1.50 1.43
C 0.13 -0.22 1.51
N -0.20 0.66 0.19
C -0.99 -0.19 -0.68
C -2.46 -0.53 -0.58
S -3.55 -0.53 -2.15
H 0.15 -2.25 1.34
H 1.49 -1.44 0.72
H -0.83 -0.39 1.95
H 0.76 0.32 2.13
H 0.83 0.68 -0.25
H -0.62 0.16 -1.64
H -0.56 -1.24 -0.50
H -2.59 -1.44 0.04
H -2.89 0.29 0.09
H -3.67 0.84 -2.08
O 4.38 2.46 -0.55
H 4.88 1.94 -1.20
H 4.93 2.38 0.23

---

## Q
19
Properties=species:S:1:pos:R:3 method="wB97M-V/def2-TZVPD" lumo_energy_ev=0.6 homo_ev=-9.1
N -1.59 1.55 -1.14
C -1.48 0.58 -0.01
N -0.20 -0.09 0.05
C -0.21 -1.45 -0.50
C 1.17 -2.15 -0.42
S 2.61 -1.03 -0.72
H -1.14 1.13 -1.94
H -1.11 2.38 -0.83
H -2.31 -0.12 -0.10
H -1.63 1.21 0.86
H 0.10 -0.20 1.02
H -0.40 -1.38 -1.57
H -1.02 -1.98 0.01
H 1.29 -2.93 -1.16
H 1.37 -2.59 0.55
H 2.09 0.16 -0.38
O 0.81 2.34 2.48
H 0.90 1.53 1.97
H 0.72 3.04 1.82

---

The relative energies come out as P 142.4; Q 0.0, with values in kJ/mol.

---

## P
12
Properties=species:S:1:pos:R:3 method="wB97M-V/def2-TZVPD" lumo_energy_ev=0.1 homo_ev=-8.4
S -2.33 -1.61 -0.36
C -0.97 -0.78 -0.03
C -0.45 0.04 -1.18
S 1.38 0.35 -1.32
C 1.34 0.97 0.37
S 1.14 -0.27 1.77
N -0.41 -0.79 1.21
H -0.93 1.01 -1.24
H -0.68 -0.52 -2.00
H 2.28 1.46 0.52
H 0.45 1.69 0.48
H -0.80 -1.55 1.78

---

## Q
12
Properties=species:S:1:pos:R:3 method="wB97M-V/def2-TZVPD" lumo_energy_ev=0.7 homo_ev=-7.7
N -2.76 -0.21 0.07
S -1.58 -1.35 0.34
C 0.14 -0.84 -0.81
S 0.51 0.85 -0.55
C 1.74 0.54 0.74
C 2.38 -0.62 0.62
S 1.54 -1.79 -0.34
H -2.40 0.73 0.08
H -3.42 -0.32 -0.70
H -0.10 -0.98 -1.76
H 1.89 1.42 1.37
H 3.24 -0.79 1.19

---

The relative energies come out as P 0.0; Q 74.5, with values in kJ/mol.